1.
Below is C20H25N2NiO4S2SbSe4 as an isolated structure, with properties calculated with ωB97M-V/def2-TZVPD.

Structure (XYZ):
```
59
C20H25N2NiO4S2SbSe4 ωB97M-V/def2-TZVPD
Ni 0.424 0.436 -0.066
O -0.907 -0.839 1.124
S -1.686 -0.369 2.318
C -3.295 -1.197 2.158
C -3.239 -2.615 1.575
C -3.841 -2.679 0.168
C -3.003 -1.999 -0.915
S -2.010 -3.149 -1.913
O -0.991 -2.307 -2.606
C -1.146 -4.034 -0.625
C 0.049 -3.526 -0.144
C 0.704 -4.220 0.860
C 0.176 -5.397 1.374
C -1.010 -5.910 0.861
C -1.669 -5.234 -0.157
C -1.047 -1.344 3.681
C -1.683 -1.353 4.917
C -1.131 -2.089 5.953
C 0.051 -2.793 5.752
C 0.696 -2.752 4.526
C 0.147 -2.013 3.483
H -3.877 -0.522 1.525
H -3.735 -1.170 3.156
H -3.797 -3.292 2.226
H -2.206 -2.972 1.564
H -4.825 -2.200 0.199
H -4.033 -3.722 -0.104
H -2.305 -1.259 -0.514
H -3.631 -1.512 -1.664
H 0.469 -2.608 -0.543
H 1.637 -3.844 1.254
H 0.715 -5.910 2.163
H -1.412 -6.843 1.240
H -2.577 -5.638 -0.593
H -2.593 -0.784 5.077
H -1.621 -2.108 6.919
H 0.482 -3.370 6.562
H 1.622 -3.298 4.369
H 0.639 -1.941 2.524
C -3.059 2.468 -1.515
C -1.896 1.932 -0.727
N -1.150 0.964 -1.159
O -1.501 0.459 -2.418
C -1.594 2.513 0.573
C -2.316 3.721 1.100
N -0.604 1.944 1.224
O -0.315 2.355 2.401
H -3.289 1.823 -2.359
H -2.823 3.466 -1.891
H -3.935 2.566 -0.870
H -1.052 -0.408 -2.455
H -3.308 3.493 1.514
H -2.450 4.487 0.330
H -1.713 4.129 1.912
Se 3.695 -4.957 3.691
Sb 4.243 -3.147 2.156
Se 2.525 -0.595 0.271
Se 2.252 1.147 -1.164
Se 6.607 -3.155 1.777
```

Its HOMO energy (alpha / beta) is -0.93 / -0.94 eV. The calculation puts the frontier orbital gap (alpha / beta) at 4.6 / 4.6 eV. As for the multiplicity: 1. The largest force on an atom is 0.0209 hartree/bohr. Its charge is -2.

***

2.
Below is a 2-piece molecular cluster, C20H25N2O2S overall, with properties calculated with ωB97M-V/def2-TZVPD.

Structure (XYZ):
```
50
C20H25N2O2S ωB97M-V/def2-TZVPD
C -2.840 -3.250 1.156
C -3.720 -2.225 0.425
C -2.809 -1.057 0.028
N -1.445 -1.572 0.193
C -0.361 -0.881 -0.096
C 0.954 -1.467 0.104
C 1.270 -2.745 -0.424
C 2.477 -3.365 -0.134
C 3.464 -2.682 0.586
C 3.182 -1.411 1.097
C 1.938 -0.825 0.894
C -1.392 -2.889 0.825
H -2.974 -3.200 2.240
H -3.049 -4.276 0.841
H -4.138 -2.682 -0.477
H -4.553 -1.886 1.042
H -2.991 -0.737 -1.006
H -2.980 -0.185 0.680
H -0.483 0.148 -0.453
H 0.547 -3.245 -1.066
H 2.655 -4.379 -0.492
H 4.433 -3.150 0.762
H 3.950 -0.875 1.653
H 1.692 0.133 1.346
H -0.749 -2.893 1.717
H -0.988 -3.651 0.147
C 0.877 0.303 -3.056
S 0.578 2.081 -2.766
C -0.499 2.552 -4.171
C -0.438 2.095 -1.397
C 0.009 2.608 -0.156
C -0.919 2.920 0.898
C -0.467 3.161 2.176
C 0.915 3.092 2.457
N 1.338 2.997 3.808
O 2.549 2.795 4.056
O 0.478 3.101 4.713
C 1.853 2.969 1.406
C 1.412 2.751 0.118
H 1.609 -0.030 -2.311
H -0.049 -0.277 -2.960
H 1.300 0.223 -4.065
H -0.562 3.647 -4.170
H 0.004 2.214 -5.083
H -1.497 2.111 -4.081
H -1.496 1.928 -1.610
H -1.985 2.947 0.658
H -1.149 3.374 2.993
H 2.912 3.035 1.646
H 2.141 2.648 -0.690
```

Its HOMO energy is -9.90 eV. The calculation puts the frontier orbital gap at 5.7 eV. For the energy above the lowest of the compared OMol25 structures with the same formula, charge and spin, the calculation gives 0.0 kcal/mol. As for the multiplicity: 1. The largest force on an atom is 0.0560 hartree/bohr. Its charge is +1.

***

3.
Below is an isolated molecule of C20H25N3O3, with properties calculated with ωB97M-V/def2-TZVPD.

Structure (XYZ):
```
51
C20H25N3O3 ωB97M-V/def2-TZVPD
C -6.544 -3.133 -0.177
C -5.797 -1.791 -0.256
C -4.575 -1.474 -0.916
C -4.087 -0.348 -0.913
C -4.741 0.576 -0.402
C -4.144 2.074 -0.257
O -4.940 3.311 -0.338
C -2.833 2.307 -0.193
C -1.945 3.148 -0.511
N -0.670 3.156 -0.058
C -0.590 1.794 0.303
C 0.718 1.294 0.917
O 1.841 2.167 0.615
N 0.768 0.163 1.505
C 1.900 -0.446 1.948
C 2.384 -1.572 0.903
C 2.849 -1.081 -0.308
N 4.182 -0.296 -0.505
C 5.410 -1.295 -0.538
C 6.609 -0.780 -0.084
O 6.669 0.599 -0.635
C 5.665 1.422 -0.436
C 4.342 0.909 -1.012
C -1.909 1.217 0.569
C -6.055 0.460 0.414
C -6.666 -0.834 0.537
H -7.018 -3.260 0.600
H -7.516 -3.096 -0.962
H -5.846 -3.862 -0.548
H -4.113 -2.532 -1.356
H -3.125 -0.270 -1.363
H -2.134 4.194 -0.838
H 0.007 3.732 -0.275
H -0.100 -0.424 1.344
H 1.799 -0.956 2.844
H 2.763 0.068 1.795
H 3.248 -2.367 1.476
H 1.381 -2.249 0.910
H 2.981 -1.898 -1.204
H 2.075 -0.279 -0.772
H 5.248 -2.241 -0.139
H 5.409 -1.542 -1.338
H 7.522 -1.024 -0.355
H 6.593 -0.227 1.043
H 5.785 2.256 -1.084
H 5.525 1.621 0.570
H 3.461 1.419 -0.822
H 4.388 0.701 -2.038
H -2.081 0.119 0.865
H -6.544 1.409 0.741
H -7.550 -0.837 0.737
```

Its HOMO energy is -7.55 eV. The calculation puts the frontier orbital gap at 7.0 eV. For the energy above the lowest of the compared OMol25 structures with the same formula, charge and spin, the calculation gives 506.0 kcal/mol. As for the multiplicity: 1. Its structure (SMILES) is Cc1ccc(C(=O)c2c[nH]c(C(=O)NCCCN3CCOCC3)c2)cc1. The largest force on an atom is 0.3684 hartree/bohr.

***

4.
Below is an isolated molecule of C20H25N3O4S, with properties calculated with ωB97M-V/def2-TZVPD.

Structure (XYZ):
```
53
C20H25N3O4S ωB97M-V/def2-TZVPD
C 0.166 2.577 -2.604
C 1.320 3.175 -1.805
C 1.341 2.766 -0.324
C 0.000 2.995 0.372
N 1.720 1.374 -0.179
C 2.895 0.984 0.362
O 3.733 1.762 0.780
C 3.091 -0.502 0.414
C 4.312 -1.008 -0.013
C 4.559 -2.369 -0.002
C 3.583 -3.236 0.459
C 2.374 -2.748 0.924
C 2.117 -1.382 0.904
N 0.917 -0.859 1.402
C -0.313 -1.431 1.312
O -0.515 -2.602 1.048
C -1.417 -0.477 1.622
C -1.318 0.377 2.715
C -2.354 1.230 3.046
C -3.501 1.238 2.271
C -3.610 0.405 1.174
C -2.576 -0.466 0.835
N -2.666 -1.320 -0.269
C -3.969 -1.692 -0.774
S -1.518 -1.212 -1.494
C -0.998 -2.908 -1.791
O -0.400 -0.440 -1.020
O -2.170 -0.723 -2.674
H 0.310 2.775 -3.664
H 0.098 1.501 -2.465
H -0.782 3.018 -2.307
H 2.269 2.866 -2.247
H 1.270 4.265 -1.860
H 2.126 3.341 0.181
H -0.738 2.285 0.006
H -0.353 4.005 0.184
H 0.103 2.861 1.447
H 1.096 0.697 -0.600
H 5.062 -0.313 -0.358
H 5.508 -2.750 -0.347
H 3.767 -4.300 0.475
H 1.622 -3.420 1.302
H 0.921 0.149 1.504
H -0.431 0.345 3.332
H -2.269 1.879 3.903
H -4.316 1.903 2.516
H -4.503 0.437 0.571
H -3.848 -2.600 -1.361
H -4.397 -0.921 -1.421
H -4.633 -1.898 0.063
H -0.782 -3.351 -0.827
H -1.793 -3.423 -2.312
H -0.108 -2.860 -2.405
```

Its HOMO energy is -8.66 eV. The calculation puts the frontier orbital gap at 9.2 eV. For the energy above the lowest of the compared OMol25 structures with the same formula, charge and spin, the calculation gives 36.7 kcal/mol. As for the multiplicity: 1. Its structure (SMILES) is CC[C@@H](C)NC(=O)c1ccccc1NC(=O)c1ccccc1N(C)S(C)(=O)=O. The largest force on an atom is 0.0200 hartree/bohr.

***

5.
Below is C20H25N4OsPS2 as an isolated structure, with properties calculated with ωB97M-V/def2-TZVPD.

Structure (XYZ):
```
53
C20H25N4OsPS2 ωB97M-V/def2-TZVPD
Os 0.623 -0.650 0.761
S 2.796 -1.354 0.301
C 3.372 -1.445 1.954
C 4.742 -1.296 2.152
C 5.270 -1.368 3.423
C 4.429 -1.586 4.508
C 3.066 -1.712 4.328
C 2.513 -1.645 3.049
S 0.790 -1.831 2.812
H 5.362 -1.106 1.291
H 6.330 -1.239 3.573
H 4.835 -1.636 5.505
H 2.408 -1.848 5.173
C -4.047 -0.535 -1.935
N -2.780 -0.510 -2.639
C -2.490 -1.833 -3.168
N -2.506 -2.870 -2.149
C -3.788 -2.843 -1.471
N -4.098 -1.546 -0.889
C -3.248 -1.226 0.230
P -1.436 -1.115 -0.280
C -1.713 -0.044 -1.785
C -1.406 -2.734 -1.219
H -4.839 -0.753 -2.658
H -4.230 0.449 -1.493
H -1.508 -1.816 -3.649
H -3.250 -2.075 -3.917
H -3.801 -3.602 -0.687
H -4.566 -3.078 -2.203
H -3.352 -1.999 0.999
H -3.555 -0.260 0.647
H -0.768 -0.042 -2.339
H -1.922 0.981 -1.457
H -1.435 -3.564 -0.504
H -0.459 -2.780 -1.770
C 0.768 1.857 2.193
C 0.763 2.708 0.960
C 0.742 4.079 1.054
C 0.763 4.881 -0.079
C 0.820 4.285 -1.333
C 0.836 2.917 -1.486
C 0.927 2.282 -2.840
C 0.787 2.069 -0.329
N 0.768 0.770 -0.474
H 0.758 2.481 3.082
H 1.685 1.245 2.224
H -0.128 1.203 2.234
H 0.721 4.533 2.036
H 0.755 5.956 0.018
H 0.864 4.911 -2.212
H 1.405 2.950 -3.553
H -0.064 2.032 -3.222
H 1.495 1.357 -2.768
```

Its HOMO energy (alpha / beta) is -7.14 / -7.15 eV. The calculation puts the frontier orbital gap (alpha / beta) at 5.8 / 5.8 eV. As for the multiplicity: 1. The largest force on an atom is 0.1041 hartree/bohr.

***

6.
Below is an isolated molecule of C20H25NO, with properties calculated with ωB97M-V/def2-TZVPD.

Structure (XYZ):
```
47
C20H25NO ωB97M-V/def2-TZVPD
C 4.971 0.966 1.012
C 3.569 0.374 0.963
C 3.360 -0.584 -0.216
C 4.293 -1.803 -0.223
C 4.229 -2.662 1.036
N 1.975 -1.011 -0.259
C 1.122 -0.654 -1.243
O 1.454 0.023 -2.193
C -0.294 -1.188 -1.064
C -0.984 -0.517 0.135
C -2.461 -0.833 0.255
C -3.124 -1.740 -0.560
C -4.479 -1.979 -0.392
C -5.190 -1.318 0.592
C -4.537 -0.414 1.413
C -3.187 -0.177 1.245
C -0.786 0.980 0.043
C 0.014 1.648 0.958
C 0.221 3.013 0.849
C -0.376 3.723 -0.177
C -1.186 3.065 -1.087
C -1.391 1.703 -0.976
H 5.031 1.721 1.792
H 5.215 1.436 0.062
H 5.716 0.203 1.222
H 3.352 -0.142 1.902
H 2.845 1.185 0.854
H 3.515 -0.028 -1.148
H 4.027 -2.416 -1.087
H 5.316 -1.457 -0.371
H 3.223 -3.038 1.209
H 4.547 -2.103 1.912
H 4.890 -3.520 0.928
H 1.640 -1.559 0.516
H -0.835 -0.958 -1.982
H -0.260 -2.271 -0.926
H -0.502 -0.867 1.058
H -2.595 -2.272 -1.335
H -4.978 -2.687 -1.037
H -6.246 -1.505 0.719
H -5.082 0.108 2.186
H -2.682 0.533 1.886
H 0.479 1.099 1.766
H 0.850 3.520 1.566
H -0.211 4.787 -0.266
H -1.658 3.616 -1.887
H -2.028 1.195 -1.685
```

Its HOMO energy is -8.86 eV. The calculation puts the frontier orbital gap at 9.5 eV. For the energy above the lowest of the compared OMol25 structures with the same formula, charge and spin, the calculation gives 0.0 kcal/mol. As for the multiplicity: 1. Its structure (SMILES) is CCC(CC)NC(=O)CC(c1ccccc1)c1ccccc1. The largest force on an atom is 0.0104 hartree/bohr.

***

7.
Below is an isolated molecule of C20H25NO2S, with properties calculated with ωB97M-V/def2-TZVPD.

Structure (XYZ):
```
49
C20H25NO2S ωB97M-V/def2-TZVPD
C -2.959 2.034 -2.684
C -3.780 1.512 -1.507
C -2.957 1.303 -0.232
N -2.138 0.093 -0.399
C -2.888 -1.168 -0.337
C -2.822 -1.960 -1.653
C -1.508 -2.759 -1.825
C -0.796 0.071 0.234
C 0.177 1.102 -0.403
O 1.529 0.910 0.172
C 1.652 0.521 1.498
C 0.510 0.256 2.299
C 0.650 -0.087 3.610
C 1.910 -0.157 4.234
C 3.038 0.063 3.429
C 2.899 0.395 2.065
C 4.114 0.776 1.306
O 5.011 1.344 1.900
C 4.404 0.156 0.007
C 3.728 -0.998 -0.571
C 4.320 -1.430 -1.746
S 5.698 -0.402 -2.199
C 5.486 0.605 -0.783
C -0.877 0.362 1.722
H -2.503 2.973 -2.425
H -3.684 2.210 -3.532
H -2.208 1.331 -3.027
H -4.545 2.259 -1.289
H -4.330 0.630 -1.827
H -3.598 1.269 0.654
H -2.333 2.193 -0.182
H -2.545 -1.810 0.457
H -3.947 -0.967 -0.150
H -3.670 -2.625 -1.667
H -2.987 -1.222 -2.453
H -0.698 -2.054 -1.920
H -1.538 -3.356 -2.754
H -1.278 -3.421 -0.992
H -0.315 -0.931 0.126
H -0.154 2.133 -0.252
H 0.189 0.988 -1.486
H -0.257 -0.346 4.192
H 1.976 -0.372 5.286
H 4.003 -0.058 3.914
H 2.866 -1.428 -0.114
H 3.964 -2.308 -2.283
H 6.056 1.494 -0.566
H -1.486 -0.406 2.204
H -1.380 1.284 1.953
```

Its HOMO energy is -8.34 eV. The calculation puts the frontier orbital gap at 8.6 eV. For the energy above the lowest of the compared OMol25 structures with the same formula, charge and spin, the calculation gives 21.6 kcal/mol. As for the multiplicity: 1. Its structure (SMILES) is CCCN(CCC)[C@H]1COc2c(cccc2C(=O)c2ccsc2)C1. The largest force on an atom is 0.0497 hartree/bohr.

***

8.
Below is C20H25NO5 as an isolated structure, with properties calculated with ωB97M-V/def2-TZVPD.

Structure (XYZ):
```
51
C20H25NO5 ωB97M-V/def2-TZVPD
C -8.435 -0.946 0.985
H -8.542 0.102 0.702
O -7.418 -1.383 -0.060
C -6.271 -0.962 -0.126
C -5.840 -0.063 0.535
C -4.626 0.507 0.588
C -3.809 -0.091 -0.237
C -4.205 -0.996 -1.317
C -5.519 -1.466 -1.141
H -5.792 -2.349 -1.663
H -3.575 -1.247 -1.906
O -2.533 0.527 -0.735
C -1.885 1.313 0.014
C -0.451 1.851 -0.323
O 0.048 2.888 0.131
H 0.448 2.599 1.195
C 0.424 0.352 -0.064
N 1.749 0.678 -0.367
C 2.679 1.330 0.458
O 2.094 1.562 1.743
C 4.019 1.456 0.172
C 4.124 2.921 -0.249
H 5.295 3.139 -0.490
H 3.749 3.644 0.405
H 3.745 3.023 -1.613
O 4.801 0.517 -0.549
C 4.815 -0.978 -0.093
C 4.295 -1.102 1.065
C 4.332 -2.635 1.550
C 5.131 -3.507 0.683
C 5.650 -2.886 -0.624
C 5.464 -1.697 -1.052
H 5.943 -1.247 -1.823
H 6.155 -3.795 -1.250
H 5.177 -4.572 0.891
H 4.026 -2.752 2.401
H 3.742 -0.604 1.588
H 4.536 1.514 1.523
C 2.126 0.509 -1.803
H 3.069 0.832 -1.914
H 1.593 0.984 -2.323
H 1.845 -0.521 -1.802
H -0.097 -0.357 -0.680
H 0.287 0.114 0.972
H -0.622 2.048 -1.505
H -2.343 2.344 -0.024
H -1.808 1.134 1.240
H -4.116 1.261 1.205
H -6.470 0.668 1.325
H -9.533 -1.455 0.827
H -8.096 -1.012 1.879
```

Its HOMO energy is -7.78 eV. The calculation puts the frontier orbital gap at 8.4 eV. For the energy above the lowest of the compared OMol25 structures with the same formula, charge and spin, the calculation gives 511.4 kcal/mol. As for the multiplicity: 1. The largest force on an atom is 0.3587 hartree/bohr.

***

9.
Below is an isolated molecule of C20H25NO5S, with properties calculated with ωB97M-V/def2-TZVPD.

Structure (XYZ):
```
52
C20H25NO5S ωB97M-V/def2-TZVPD
C -0.706 -1.237 -3.196
O 0.176 -1.985 -2.394
C 0.723 -1.379 -1.301
C 0.484 -0.059 -0.964
C 1.085 0.497 0.158
C 0.742 1.914 0.539
N -0.693 2.131 0.644
C -1.273 3.281 -0.018
C -1.705 2.983 -1.468
C -2.407 4.184 -2.110
C -1.245 4.919 -2.775
C -0.356 3.755 -3.210
O -0.576 2.701 -2.288
C -1.556 1.246 1.199
O -2.766 1.372 1.100
C -0.959 0.143 1.989
C -0.223 0.227 3.134
C 0.084 -1.034 3.685
C -0.431 -2.056 2.956
S -1.321 -1.500 1.596
C 1.964 -0.258 0.901
C 2.211 -1.598 0.592
O 3.086 -2.193 1.447
C 3.387 -3.568 1.359
C 1.567 -2.180 -0.504
O 1.787 -3.508 -0.823
C 0.640 -4.337 -0.844
H -0.215 -0.358 -3.623
H -1.010 -1.908 -3.999
H -1.590 -0.922 -2.632
H -0.160 0.562 -1.561
H 1.106 2.584 -0.243
H 1.235 2.178 1.482
H -2.167 3.562 0.545
H -0.551 4.099 0.002
H -2.343 2.093 -1.447
H -3.116 3.842 -2.863
H -2.935 4.790 -1.379
H -0.727 5.550 -2.053
H -1.556 5.533 -3.617
H -0.632 3.408 -4.215
H 0.710 4.002 -3.209
H 0.082 1.161 3.573
H 0.665 -1.170 4.579
H -0.350 -3.109 3.139
H 2.462 0.149 1.767
H 3.799 -3.831 0.384
H 4.133 -3.742 2.135
H 2.508 -4.186 1.560
H 0.056 -4.223 0.076
H 0.001 -4.121 -1.701
H 1.017 -5.356 -0.915
```

Its HOMO energy is -8.00 eV. The calculation puts the frontier orbital gap at 8.7 eV. For the energy above the lowest of the compared OMol25 structures with the same formula, charge and spin, the calculation gives 60.1 kcal/mol. As for the multiplicity: 1. Its structure (SMILES) is COc1cc(CN(C[C@H]2CCCO2)C(=O)c2cccs2)cc(OC)c1OC. The largest force on an atom is 0.0141 hartree/bohr.

***

multiplicity of number 9 (C20H25NO5S)? 1

***

Which value of multiplicity does entry 2 give? 1